Record 1
C72H183N9O24 | ωB97M-V/def2-TZVPD

Net charge ... 0
Energy relative to the best compared isomer or geometry (same formula, charge and spin) ... 219.3 kJ/mol
E_LUMO ... 0.578 eV
HOMO ... -7.997 eV
HOMO-LUMO gap ... 8.58 eV

Cartesian coordinates (Å):
C: 3.6667 0.3504 5.2981
C: 2.9042 0.9826 6.4478
C: 3.5084 2.2790 6.9393
O: 1.5066 1.2129 6.1341
H: 4.5385 -0.1293 5.6614
H: 3.8612 1.0186 4.4538
H: 3.0154 -0.4630 4.8936
H: 2.9312 0.3441 7.3381
H: 3.4267 3.0865 6.2039
H: 4.5857 2.1532 7.2005
H: 2.9563 2.6265 7.8163
H: 1.3577 1.0062 5.2058
C: -5.6269 -0.7683 -3.2521
C: -4.4362 0.1526 -2.6999
C: -4.9917 1.5530 -2.4646
O: -3.7891 -0.3496 -1.5375
H: -5.2657 -1.7445 -3.6929
H: -6.3380 -0.2639 -3.9376
H: -6.2279 -0.9714 -2.3490
H: -3.6532 0.1543 -3.5093
H: -4.2577 2.1605 -1.8403
H: -5.9990 1.5027 -2.0332
H: -5.1332 1.9730 -3.4522
H: -4.3977 -0.1415 -0.7447
C: 0.2030 7.1231 3.5381
C: -0.8690 7.3861 2.4687
C: -1.3242 8.8363 2.4912
O: -0.4280 6.9139 1.2004
H: 1.0414 7.7771 3.3384
H: 0.4470 6.0567 3.5057
H: -0.1222 7.4430 4.5267
H: -1.7479 6.7513 2.7506
H: -2.0162 8.9210 1.7101
H: -0.4241 9.3627 2.2418
H: -1.6930 9.2161 3.4654
H: 0.3686 7.3965 0.8868
C: -0.0005 -5.1556 -2.7641
C: -0.1542 -5.1735 -1.2343
C: -0.8722 -6.4188 -0.8069
O: 1.1285 -5.1673 -0.5740
H: 0.6006 -6.0437 -2.9845
H: 0.6248 -4.3434 -3.0795
H: -0.9264 -5.2093 -3.3430
H: -0.6517 -4.3361 -0.7728
H: -0.9488 -6.4099 0.2985
H: -0.3072 -7.2954 -1.1873
H: -1.8735 -6.4875 -1.2062
H: 1.7068 -5.9148 -0.7730
C: -2.0617 4.6267 -1.1531
C: -1.0447 4.6697 -2.2549
C: -1.5477 4.4397 -3.7053
O: -0.2961 5.8563 -2.2922
H: -2.8800 5.3604 -1.4511
H: -1.5105 4.8202 -0.1888
H: -2.4464 3.6329 -1.1621
H: -0.3101 3.8631 -2.0757
H: -1.2952 3.4883 -4.1883
H: -1.0750 5.1799 -4.3553
H: -2.6281 4.7060 -3.8375
H: -0.2070 6.0922 -1.3715
C: -3.2014 -1.1957 -9.4937
C: -2.1955 -0.6714 -8.5223
C: -2.0617 0.8558 -8.6635
O: -2.6154 -0.9586 -7.1929
H: -4.0533 -0.4947 -9.6938
H: -3.7590 -2.0817 -9.1210
H: -2.7371 -1.4061 -10.4248
H: -1.2306 -1.1817 -8.7458
H: -1.6600 1.0559 -9.6390
H: -1.2623 1.2375 -7.9492
H: -3.0608 1.2941 -8.6187
H: -1.8725 -0.5971 -6.6763
C: 2.6492 1.3543 -11.5765
O: 2.6886 0.2770 -10.7138
C: 1.5282 -0.5502 -10.7190
C: 1.3528 -1.4081 -9.4079
N: 1.2748 -0.5798 -8.1482
C: 1.0816 -1.4181 -6.9681
C: 1.1451 -0.6686 -5.6613
O: -0.0330 0.1139 -5.7256
C: -0.3088 0.8378 -4.5255
H: 3.5746 1.8553 -11.5299
H: 1.9206 2.1315 -11.3036
H: 2.4047 1.0633 -12.6220
H: 1.5746 -1.3325 -11.4982
H: 0.7399 0.1592 -10.9423
H: 1.9941 -2.2450 -9.4642
H: 0.3265 -1.8559 -9.5042
H: 2.1757 -0.1218 -8.0443
H: 1.7395 -2.2809 -6.9569
H: 0.0244 -1.8429 -6.9641
H: 2.0859 -0.1041 -5.4792
H: 1.1692 -1.3533 -4.7835
H: -0.6434 0.1266 -3.7784
H: -1.0372 1.6337 -4.7291
H: 0.6494 1.3298 -4.1647
C: 2.8568 -2.6430 1.4311
O: 4.0357 -1.9067 1.4474
C: 5.0511 -2.6210 0.7674
C: 6.3659 -1.8691 0.9049
N: 7.2933 -2.3748 -0.1635
C: 8.4645 -1.5619 -0.4471
C: 8.1868 -0.6057 -1.6289
O: 7.3904 0.5397 -1.2916
C: 8.1032 1.4456 -0.4696
H: 1.9542 -2.0555 1.4727
H: 2.8460 -3.3330 2.3393
H: 2.7258 -3.2247 0.4872
H: 4.8183 -2.5808 -0.3184
H: 5.0845 -3.6350 1.0309
H: 6.8276 -2.0389 1.9138
H: 6.2344 -0.8640 0.7293
H: 7.5898 -3.2748 0.1967
H: 9.1434 -2.3574 -0.8408
H: 8.9576 -1.0496 0.3393
H: 7.5397 -1.1746 -2.2922
H: 9.0468 -0.2461 -2.1619
H: 9.1149 1.5296 -0.9409
H: 8.2071 1.1912 0.6322
H: 7.6296 2.4016 -0.5423
C: -1.1047 -1.0867 4.3443
O: -1.3754 -1.7223 5.5644
C: -0.2458 -1.7819 6.3702
C: -0.5486 -2.7859 7.4264
N: -1.6270 -2.4775 8.2780
C: -1.8196 -3.4743 9.2434
C: -3.0109 -3.2811 10.1051
O: -4.1045 -3.1286 9.2084
C: -5.3342 -2.8863 9.8538
H: -2.0722 -0.8115 4.0218
H: -0.4796 -1.7665 3.7478
H: -0.6450 -0.0772 4.5459
H: 0.0175 -0.8101 6.7736
H: 0.5346 -2.1901 5.7353
H: 0.3106 -2.9620 8.0860
H: -0.8088 -3.7505 6.8982
H: -2.4639 -2.2957 7.7301
H: -0.8972 -3.5228 9.8785
H: -1.8946 -4.4479 8.7277
H: -2.9120 -2.4081 10.6689
H: -3.0689 -4.0556 10.7987
H: -6.0526 -2.5807 9.1423
H: -5.1915 -2.0576 10.5423
H: -5.6492 -3.7226 10.4510
C: -0.8449 -6.5165 5.9221
O: -1.4862 -7.1347 4.8063
C: -2.6093 -6.3918 4.4743
C: -2.2784 -5.0115 3.7794
N: -3.2311 -4.7910 2.7211
C: -3.0850 -3.4366 2.2305
C: -3.8097 -3.1382 0.9311
O: -3.1333 -3.9084 -0.0806
C: -3.7389 -3.6799 -1.3930
H: -0.5714 -5.4769 5.7006
H: 0.1182 -7.0268 6.2041
H: -1.4902 -6.5065 6.7960
H: -3.2336 -6.2028 5.3330
H: -3.1312 -6.9918 3.6328
H: -1.2381 -5.1203 3.4773
H: -2.2803 -4.1925 4.5538
H: -3.0120 -5.3992 1.9607
H: -1.9554 -3.2730 2.1088
H: -3.4260 -2.7579 3.0159
H: -3.7660 -2.1035 0.6205
H: -4.8401 -3.5861 1.0737
H: -3.6042 -2.6595 -1.7191
H: -4.7410 -4.0543 -1.2962
H: -3.1570 -4.3747 -2.0009
C: 3.9088 1.2751 -1.3423
O: 3.5105 2.6201 -1.1460
C: 4.0893 3.4912 -2.1744
C: 3.2010 4.7338 -2.2325
N: 3.2360 5.8152 -1.2686
C: 2.6806 5.5215 0.0344
C: 2.8476 6.6862 1.0053
O: 2.0960 7.8086 0.4405
C: 2.7357 9.0805 0.5884
H: 3.5787 0.6163 -0.4666
H: 5.0411 1.1107 -1.6265
H: 3.2999 0.8227 -2.2374
H: 4.0677 3.0193 -3.1584
H: 5.0913 3.6939 -1.8217
H: 2.1729 4.3478 -2.3860
H: 3.4434 5.2349 -3.1439
H: 2.7969 6.6416 -1.6265
H: 3.1570 4.6086 0.4747
H: 1.5908 5.2536 0.0878
H: 3.9258 6.8826 1.0243
H: 2.4036 6.3347 1.9790
H: 3.6761 9.1928 0.1272
H: 2.7935 9.2561 1.6621
H: 2.0846 9.8512 0.1143
C: 1.0330 -1.5956 -1.8162
O: 0.5921 -0.3472 -1.2175
C: -0.6562 -0.6652 -0.5541
C: -1.3194 0.4605 0.2030
N: -0.5015 0.7851 1.3378
C: 0.4771 1.8467 1.1676
C: 1.8044 1.6576 1.8978
O: 1.6236 1.7902 3.3035
C: 1.2679 3.1552 3.5968
H: 1.9912 -1.4333 -2.2048
H: 0.3918 -2.0005 -2.5912
H: 1.0426 -2.4827 -1.0930
H: -0.5053 -1.5551 0.0228
H: -1.3028 -1.0065 -1.3423
H: -2.2924 0.0910 0.5817
H: -1.4655 1.2959 -0.5221
H: -1.1627 0.8466 2.1516
H: 0.0511 2.8135 1.2999
H: 0.8296 1.7775 0.1432
H: 2.5640 2.3538 1.5228
H: 2.1834 0.6596 1.6728
H: 0.2637 3.5199 3.3680
H: 1.9443 3.8349 3.1093
H: 1.3240 3.2488 4.6264
C: -4.8377 -1.2951 6.1817
O: -4.8933 -0.0801 5.4912
C: -5.7409 0.7910 6.2241
C: -4.9973 1.6101 7.2452
N: -4.0139 2.5370 6.7102
C: -2.7559 2.0809 6.1440
C: -1.8044 1.3725 7.0159
O: -1.3591 2.2563 8.0905
C: -0.4077 1.6598 8.9258
H: -4.8333 -1.1086 7.2647
H: -3.9054 -1.8495 5.9081
H: -5.6793 -2.0143 5.9445
H: -6.5737 0.2484 6.7526
H: -6.2537 1.4481 5.5591
H: -4.5383 0.9862 8.0136
H: -5.7331 2.2552 7.7112
H: -3.8141 3.3407 7.2641
H: -2.2592 2.9493 5.5868
H: -2.9760 1.2713 5.4089
H: -0.9698 0.9934 6.5059
H: -2.2984 0.5372 7.5975
H: -0.0816 2.3663 9.6516
H: 0.4165 1.2401 8.3578
H: -0.8867 0.8664 9.4659
C: -2.5578 3.8738 2.4481
O: -3.0706 2.6049 2.8542
C: -3.9368 2.1357 1.8550
C: -4.7746 0.9499 2.2193
N: -5.3714 0.3157 1.1142
C: -6.2339 -0.8198 1.4722
C: -7.3180 -1.0937 0.4837
O: -8.1550 0.0407 0.4209
C: -9.0679 0.0180 -0.6458
H: -2.0751 4.2404 3.3547
H: -3.3726 4.6408 2.3372
H: -1.8624 3.8982 1.5937
H: -3.3538 1.8896 1.0001
H: -4.6182 2.9538 1.5562
H: -5.3699 1.1754 3.0594
H: -4.0196 0.2271 2.4736
H: -5.9086 1.0202 0.5671
H: -6.7348 -0.4501 2.3818
H: -5.7310 -1.7677 1.6062
H: -7.9078 -1.9530 0.7931
H: -6.9546 -1.2836 -0.5261
H: -9.7297 0.9540 -0.5738
H: -9.8061 -0.8534 -0.5995
H: -8.5835 0.1224 -1.6071
C: 3.9380 -3.0803 -11.7930
O: 3.8072 -3.4241 -10.4423
C: 4.9640 -3.1953 -9.6231
C: 4.5721 -3.7522 -8.2664
N: 5.5839 -3.6902 -7.2075
C: 5.9918 -2.3841 -6.6995
C: 7.1389 -2.5185 -5.6388
O: 6.5666 -3.0862 -4.4762
C: 7.5901 -3.4910 -3.5078
H: 4.0276 -1.9699 -11.8778
H: 2.9751 -3.2794 -12.3165
H: 4.6741 -3.6403 -12.3665
H: 5.3072 -2.1547 -9.5227
H: 5.7294 -3.7125 -10.1243
H: 4.2665 -4.7837 -8.4566
H: 3.7079 -3.1219 -7.9192
H: 5.3172 -4.1941 -6.3890
H: 5.1995 -1.9281 -6.1174
H: 6.2654 -1.7556 -7.5241
H: 7.6029 -1.5315 -5.3862
H: 7.9718 -3.1377 -6.1160
H: 7.8189 -4.5068 -3.8132
H: 7.1531 -3.5904 -2.5231
H: 8.4856 -2.8613 -3.5022

Atom charges from the Mulliken analysis, given in e for atoms 1 to 4:
1. C -1.282
2. C 0.946
3. C -1.518
4. O 0.246

Record 2
C3H7NO3S2 | ωB97M-V/def2-TZVPD

Net charge ... 0
Energy relative to the best compared isomer or geometry (same formula, charge and spin) ... 136.0 kJ/mol
E_LUMO ... -2.197 eV
HOMO ... -7.763 eV
HOMO-LUMO gap ... 5.57 eV

Cartesian coordinates (Å):
C: 0.7368 2.9086 -1.7119
C: 0.9405 1.6669 -1.0829
C: 0.0904 0.6041 -1.2374
N: 0.2504 -0.6132 -0.6389
O: -0.5728 -0.1271 1.6295
O: 0.3741 -2.2607 2.0630
O: -1.5423 -2.1531 0.4840
S: -2.2006 -1.8170 3.3305
S: -1.0344 -1.4913 1.7594
H: 1.4520 3.6381 -1.5484
H: -0.0953 3.0742 -2.3355
H: 1.7833 1.4498 -0.3768
H: -0.8212 0.4503 -1.8124
H: 1.0169 -0.8400 0.0551
H: 0.1652 -3.1514 2.1423
H: -0.5432 -1.3381 -0.7196

Atom charges from the Mulliken analysis, given in e for atoms 1 to 4:
1. C -0.726
2. C -0.041
3. C 0.234
4. N -0.353

Record 3
C13H15NO2 | ωB97M-V/def2-TZVPD

SMILES ... CN1CCC=C2c3cc(O)ccc3OC[C@@H]21
Net charge ... 0
Energy relative to the best compared isomer or geometry (same formula, charge and spin) ... 57.8 kJ/mol
E_LUMO ... 0.712 eV
HOMO ... -7.697 eV
HOMO-LUMO gap ... 8.41 eV

Cartesian coordinates (Å):
C: -0.8955 0.7359 -3.5439
N: -0.1817 0.9142 -2.2618
C: -0.0351 2.3321 -1.8995
C: 1.0559 2.4891 -0.8636
C: 0.8517 1.5762 0.3041
C: 0.0613 0.4184 0.2094
C: 0.0338 -0.5791 1.3069
C: 0.4331 -0.3218 2.6289
C: 0.4277 -1.3033 3.6232
O: 0.9768 -0.9386 4.8101
C: -0.0829 -2.5683 3.2990
C: -0.4293 -2.8730 2.0082
C: -0.3998 -1.8984 0.9948
O: -0.8266 -2.2571 -0.2638
C: -0.3693 -1.4102 -1.3538
C: -0.6390 0.0875 -1.1035
H: -0.7629 -0.2651 -3.9088
H: -1.9726 0.9109 -3.4380
H: -0.5176 1.4027 -4.3266
H: -0.9792 2.7788 -1.5897
H: 0.2961 2.9183 -2.7724
H: 1.1131 3.5368 -0.5486
H: 2.0464 2.2093 -1.2864
H: 1.3195 1.8658 1.2695
H: 0.8262 0.6682 2.9044
H: 1.4662 -0.1112 4.7550
H: -0.1196 -3.3350 4.0527
H: -0.7898 -3.8759 1.7316
H: -0.9265 -1.7390 -2.2368
H: 0.6996 -1.6070 -1.5294
H: -1.6803 0.2388 -0.9708

Atom charges from the Mulliken analysis, given in e for atoms 1 to 4:
1. C -1.015
2. N -0.075
3. C -0.743
4. C -0.606

Record 4
C28H55AlO2Si4 | ωB97M-V/def2-TZVPD

Net charge ... 0
E_LUMO (spin up / spin down) ... -0.148 / -0.886 eV
HOMO (spin up / spin down) ... -7.139 / -5.921 eV
HOMO-LUMO gap (spin up / spin down) ... 6.99 / 5.03 eV

Cartesian coordinates (Å):
O: 0.1497 -0.6356 -6.0802
C: 0.4185 0.6114 -6.8814
C: 0.4476 -0.0070 -8.2479
H: 1.3868 1.0633 -6.6264
H: -0.3857 1.3291 -6.7758
C: 0.2927 -1.2886 -7.3842
H: 1.4131 0.0259 -8.7659
H: -0.3949 0.2002 -8.9239
C: 1.5799 -2.0657 -7.5638
H: 2.4572 -1.4639 -7.2879
H: 1.6754 -2.3442 -8.6247
H: 1.5786 -2.9916 -6.9801
C: -0.9409 -2.0456 -7.8090
H: -1.8332 -1.4386 -7.6437
H: -1.0142 -2.9722 -7.2336
H: -0.8640 -2.2911 -8.8777
Al: -0.8345 -1.9718 -2.6604
C: -1.8540 -0.9022 0.0599
C: -1.4231 0.4284 -0.0228
C: -1.5512 0.8678 -1.3460
H: -1.0430 1.0349 0.8116
C: -2.0198 -0.2232 -2.1461
C: -2.3074 -1.3543 -1.2155
H: -3.1093 -2.0931 -1.3721
H: -1.9213 -1.5036 0.9666
H: -1.3358 1.8815 -1.6820
H: -2.5119 -0.0577 -3.0979
C: 0.7770 -2.0871 -0.1637
C: 0.4562 -3.1134 -1.1071
C: 0.9275 -2.6695 -2.4093
H: 0.2922 -4.1582 -0.8800
C: 1.1438 -1.2067 -2.2701
C: 1.2398 -0.9540 -0.8647
H: 1.6316 -0.0679 -0.4098
H: 0.7312 -2.1608 0.9003
H: 1.1359 -3.2560 -3.3003
H: 1.6363 -0.5900 -3.0197
O: 1.3783 2.4933 -3.0756
C: 0.3828 1.6896 -3.7171
C: -0.8361 2.5286 -4.2095
H: 0.1164 0.8327 -3.0491
H: 0.7757 1.1961 -4.6289
C: -0.2672 3.9647 -4.1515
H: -1.7408 2.3537 -3.6046
H: -1.0865 2.2130 -5.2405
C: 1.0952 3.8622 -3.4254
H: -0.9621 4.7296 -3.7620
H: -0.0534 4.2197 -5.1940
H: 1.1142 4.4858 -2.5074
H: 1.8916 4.1633 -4.1045
C: -1.8102 0.9354 4.7024
Si: 0.0125 0.8943 5.1865
C: 0.3746 2.2020 6.4977
C: 0.4876 -0.8117 5.8343
Si: 1.1915 1.3459 3.2278
Si: 0.9199 3.6211 2.7064
C: 1.9412 4.6489 3.9142
C: 1.5456 3.7422 0.9376
C: -0.8910 4.1051 2.8476
Si: 3.4627 1.0245 3.7031
C: 3.9199 1.7331 5.3971
C: 3.7218 -0.8468 3.6570
C: 4.5224 1.8864 2.3987
H: -2.4008 0.5384 5.5390
H: -2.0019 0.3086 3.8222
H: -2.1655 1.9478 4.4815
H: -0.3210 2.0329 7.3327
H: 1.3981 2.1288 6.8864
H: 0.2169 3.2231 6.1273
H: 0.2733 -1.5931 5.0926
H: 1.5499 -0.8776 6.1018
H: -0.1045 -1.0275 6.7351
H: 3.0138 4.4342 3.8542
H: 1.8020 5.7082 3.6622
H: 1.6285 4.5138 4.9559
H: 0.9641 3.1256 0.2412
H: 1.4699 4.7840 0.6032
H: 2.5919 3.4355 0.8401
H: -1.4822 3.6881 2.0239
H: -1.3480 3.7809 3.7888
H: -0.9743 5.1983 2.7991
H: 3.4158 1.2037 6.2156
H: 5.0044 1.6229 5.5473
H: 3.6795 2.8009 5.4825
H: 3.5351 -1.2333 2.6486
H: 4.7572 -1.0859 3.9274
H: 3.0558 -1.3698 4.3509
H: 4.4433 1.3754 1.4299
H: 4.2422 2.9373 2.2510
H: 5.5790 1.8621 2.7036

Atom charges from the Mulliken analysis, given in e for atoms 1 to 4:
1. O -0.110
2. C -0.354
3. C -0.965
4. H 0.407